{
  "formula": "C35H105N17O14",
  "method": "ωB97M-V with the def2-TZVPD basis set",
  "fmax_ev_per_a": 8.870,
  "total_charge": 1,
  "gap_ev": [8.8, 2.8],
  "e_tot_ha": -3380.331546,
  "spin_multiplicity": 2,
  "elements": ["C", "O", "H", "H", "H", "H", "C", "O", "H", "H", "H", "H", "C", "O", "N", "N", "H", "H", "H", "H", "C", "O", "N", "N", "H", "H", "H", "H", "C", "O", "N", "N", "H", "H", "H", "H", "C", "O", "N", "N", "H", "H", "H", "H", "C", "O", "N", "N", "H", "H", "H", "H", "C", "C", "C", "O", "C", "N", "H", "H", "H", "H", "H", "H", "H", "H", "H", "H", "H", "C", "C", "C", "O", "C", "N", "H", "H", "H", "H", "H", "H", "H", "H", "H", "H", "H", "C", "C", "C", "O", "C", "N", "H", "H", "H", "H", "H", "H", "H", "H", "H", "H", "H", "C", "C", "C", "O", "C", "N", "H", "H", "H", "H", "H", "H", "H", "H", "H", "H", "H", "C", "C", "C", "O", "C", "N", "H", "H", "H", "H", "H", "H", "H", "H", "H", "H", "H", "C", "C", "C", "O", "C", "N", "H", "H", "H", "H", "H", "H", "H", "H", "H", "H", "H", "C", "C", "C", "O", "C", "N", "H", "H", "H", "H", "H", "H", "H", "H", "H", "H", "H"],
  "xyz": [[5.37329, 0.81649, -4.59028], [3.99464, 0.74569, -4.92428], [5.84312, -0.00016, -5.13841], [5.80568, 1.75864, -4.92715], [5.51443, 0.64904, -3.52251], [3.68200, 1.61628, -4.66752], [-1.13054, 4.86455, -3.45212], [-1.54395, 5.19360, -2.14173], [-0.98446, 3.78973, -3.55950], [-1.82573, 5.23064, -4.20762], [-0.12797, 5.24646, -3.64472], [-1.30214, 4.44820, -1.58719], [-1.20213, 6.21224, 1.46869], [-1.28627, 4.99822, 1.58225], [-1.53226, 7.09663, 2.40959], [-1.01453, 6.89811, 0.37763], [-1.64843, 6.84095, 3.37976], [-1.59727, 8.08431, 2.20868], [-0.88233, 6.42302, -0.50380], [-0.95339, 7.90477, 0.32288], [-5.85623, 3.68560, 0.03394], [-6.89754, 3.77141, 0.66551], [-4.66704, 3.57021, 0.52242], [-5.81424, 3.37831, -1.27958], [-3.83661, 3.72321, -0.03172], [-4.47488, 3.51867, 1.51263], [-5.13520, 2.65844, -1.48154], [-6.73200, 3.24357, -1.67916], [-2.94162, 2.38082, 3.79071], [-3.89513, 2.60505, 3.17109], [-3.06106, 1.52631, 4.76003], [-1.77739, 2.81558, 3.50481], [-3.97592, 1.18701, 5.02079], [-2.22410, 1.31847, 5.28577], [-1.00409, 2.50294, 4.07435], [-1.63269, 3.37257, 2.67480], [2.70041, 4.16288, -3.10763], [2.28856, 3.60769, -4.06219], [2.28941, 3.76563, -1.91591], [3.66703, 5.00756, -3.30313], [1.75821, 2.90922, -1.84885], [2.64693, 4.10246, -1.03339], [3.92896, 5.08881, -4.27518], [4.14859, 5.40959, -2.51156], [1.78143, 3.43832, 2.20227], [2.30665, 3.81450, 1.20265], [1.49971, 4.24750, 3.19335], [1.46083, 2.21700, 2.52606], [1.65347, 5.22538, 2.99282], [0.98243, 3.90872, 3.99194], [1.17108, 2.06187, 3.48109], [1.76035, 1.45824, 1.93053], [-4.39829, -1.33878, -1.94040], [-5.40836, -0.34445, -2.45506], [-6.60941, 0.00617, -1.50066], [-7.62497, 0.65853, -2.24902], [-8.76063, 0.94194, -1.39606], [-4.69013, 0.85865, -2.75044], [-4.75557, -2.36812, -1.91018], [-4.19977, -0.89883, -0.96309], [-3.49578, -1.44187, -2.54287], [-5.79474, -0.68888, -3.41432], [-6.29091, 0.63336, -0.66802], [-6.91869, -0.91696, -1.01048], [-9.60989, 1.08668, -2.06383], [-8.56924, 1.86550, -0.84970], [-9.02876, 0.16610, -0.67893], [-5.31160, 1.46384, -3.26776], [-4.00477, 0.58894, -3.44156], [-2.17934, 1.42531, -0.31370], [-0.62919, 1.67294, -0.20297], [0.13581, 0.80184, -1.24229], [1.49617, 0.81678, -1.02162], [2.30243, 0.11471, -1.99233], [-0.39935, 3.09572, -0.43296], [-2.30133, 0.37514, -0.04844], [-2.54126, 1.44534, -1.34166], [-2.72606, 2.06188, 0.38198], [-0.24034, 1.47378, 0.79564], [-0.15444, 1.26808, -2.18382], [-0.27570, -0.20729, -1.26263], [2.32521, 0.65610, -2.93810], [1.96066, -0.91843, -2.05492], [3.26525, 0.04359, -1.48634], [0.52891, 3.26390, -0.07220], [-0.93383, 3.52911, 0.30637], [-9.08566, -1.88499, 0.85027], [-8.40599, -2.47406, 2.15941], [-7.18648, -1.63001, 2.59739], [-6.14622, -1.42007, 1.65714], [-5.03962, -0.62044, 2.07695], [-9.38835, -2.46032, 3.25181], [-9.34492, -0.84474, 1.04718], [-10.03496, -2.41294, 0.75973], [-8.47249, -1.96435, -0.04740], [-8.03431, -3.49301, 2.05130], [-6.68131, -1.91075, 3.52156], [-7.69414, -0.68916, 2.80993], [-4.66001, -0.96203, 3.03991], [-5.21176, 0.45156, 1.98063], [-4.19392, -0.80978, 1.41585], [-10.03918, -1.81383, 2.82925], [-9.88385, -3.30201, 2.99463], [3.73877, -4.39968, 2.27950], [2.54962, -3.97364, 3.25249], [1.58272, -3.04500, 2.54901], [2.30291, -1.83956, 2.47797], [2.02018, -1.05503, 1.34677], [1.73884, -5.10666, 3.68633], [4.57881, -4.82770, 2.82653], [4.10521, -3.68219, 1.54532], [3.32025, -5.22284, 1.70040], [3.02584, -3.46013, 4.08773], [0.64379, -2.81535, 3.05277], [1.50334, -3.48961, 1.55699], [2.76532, -0.27444, 1.19332], [1.02419, -0.61354, 1.31227], [2.11246, -1.62506, 0.42230], [2.41237, -5.81066, 3.95248], [1.28034, -5.42049, 2.84289], [5.71073, -3.91172, -3.20936], [5.58842, -3.16252, -1.93440], [6.33679, -1.81636, -1.88470], [7.74529, -1.95473, -2.13741], [8.45587, -0.70036, -2.21386], [4.13886, -2.83466, -1.77294], [5.31801, -3.39490, -4.08502], [5.21360, -4.88063, -3.16263], [6.74232, -4.17213, -3.44625], [5.89763, -3.87032, -1.16531], [6.15690, -1.34233, -0.91980], [5.90500, -1.13958, -2.62201], [8.16877, -0.08571, -3.06701], [9.51040, -0.94780, -2.33573], [8.38573, -0.07754, -1.32208], [3.79269, -2.73834, -0.82902], [3.59015, -3.55130, -2.22621], [-1.62542, -3.81270, -0.51408], [-0.75790, -4.97210, -0.86262], [0.42181, -4.60127, -1.67493], [-0.12279, -4.31120, -2.94292], [0.86506, -3.86354, -3.82227], [-0.23349, -5.64892, 0.35697], [-1.02188, -3.08937, 0.03422], [-2.43255, -4.22250, 0.09313], [-2.05913, -3.37123, -1.41135], [-1.28125, -5.73834, -1.43453], [1.11838, -5.43296, -1.78072], [0.92948, -3.82083, -1.10811], [0.50059, -3.93502, -4.84704], [1.71836, -4.54116, -3.85100], [1.19176, -2.86165, -3.54377], [0.06657, -6.54340, -0.00352], [-1.00241, -5.99679, 0.91182], [6.74862, -2.60876, 3.64165], [6.96287, -1.19088, 3.13961], [5.98316, -0.88251, 2.01584], [6.36007, 0.26701, 1.23948], [5.19328, 0.92236, 0.70718], [6.79539, -0.36024, 4.30306], [5.79869, -2.87761, 4.10365], [7.57376, -2.98367, 4.24719], [6.71158, -3.22443, 2.74294], [7.96411, -1.11647, 2.71527], [4.99349, -0.84920, 2.47141], [5.94491, -1.59773, 1.19419], [4.66225, 0.23918, 0.04432], [5.55601, 1.77764, 0.13707], [4.51145, 1.17301, 1.51982], [7.03978, 0.54907, 3.93764], [7.60412, -0.68198, 4.81545]],
  "forces_ev_per_a": [[-0.149, -0.742, -0.507], [0.173, 0.457, 0.232], [0.267, 0.043, 0.125], [0.170, 0.051, 0.162], [0.204, 0.249, 0.088], [-0.830, 0.187, -0.153], [0.872, -0.355, -0.258], [-0.695, 0.575, 0.063], [-0.362, -0.193, -0.064], [-0.060, 0.044, 0.195], [-0.019, 0.381, -0.145], [0.502, -0.574, 0.341], [-1.613, 0.732, 0.618], [0.358, -0.910, 0.170], [-0.454, 0.920, 3.500], [1.365, 0.334, -4.245], [-0.002, -0.151, -0.312], [0.106, -0.403, 0.116], [-0.058, -0.170, -0.197], [0.003, -0.413, 0.292], [3.727, -1.517, -1.913], [-2.747, 0.395, 1.080], [1.806, 0.985, 2.511], [-2.562, 0.615, -0.772], [-0.225, 0.034, -0.429], [-0.002, -0.117, 0.890], [0.252, -0.688, -0.525], [-0.061, 0.024, -0.749], [0.662, -1.863, 1.550], [-6.672, 2.738, -5.163], [1.046, -2.425, 3.663], [4.782, 1.448, -0.413], [0.422, 0.120, 0.018], [-0.678, -0.434, 0.416], [-0.018, 0.326, -0.519], [0.237, 0.330, 0.194], [0.189, -1.382, 1.336], [-2.696, -2.807, -4.790], [-0.255, 0.284, 2.943], [2.402, 2.920, 1.060], [0.088, 0.243, -0.272], [0.025, 0.022, -0.088], [0.257, 0.347, 0.477], [0.268, 0.219, -0.635], [0.261, 0.463, 0.862], [1.201, 0.610, -3.180], [-0.550, 2.844, 2.111], [-0.797, -3.780, 0.030], [-0.277, -0.123, 0.543], [0.197, 0.804, -0.158], [0.341, -0.654, -0.509], [-0.102, -0.077, 0.299], [-0.553, -0.132, 0.747], [-1.306, -0.290, -0.479], [1.251, -1.039, -0.844], [-0.409, -0.421, 1.091], [0.180, 0.262, -1.016], [0.510, 1.571, -0.158], [-0.401, 0.154, 0.525], [0.738, -0.819, 0.341], [0.060, 0.665, -0.080], [-0.730, -0.436, 0.128], [0.401, 0.327, 0.143], [-0.495, -0.112, -0.212], [0.053, 0.122, 0.072], [-0.069, 0.178, 0.237], [0.427, -0.144, -0.259], [-0.235, 0.233, -0.264], [0.535, 0.319, -0.044], [1.946, -1.149, 0.180], [-0.688, -0.469, -0.853], [-1.724, 0.818, 0.222], [0.719, 0.299, 0.260], [-0.301, 0.144, 1.307], [-0.055, -0.209, 0.214], [-0.439, -0.044, 0.420], [0.027, 0.646, 0.001], [0.008, -0.170, -0.112], [-0.378, -0.669, 0.200], [0.242, 0.016, -0.611], [0.015, -0.422, 0.180], [0.093, -0.275, -0.057], [-0.220, -0.027, -0.492], [0.191, 0.213, -0.588], [0.632, 0.463, -0.407], [-0.257, 0.593, 0.060], [0.723, -0.946, 1.405], [1.894, 0.339, -1.055], [-0.155, 1.374, 0.402], [0.018, -0.172, -1.088], [-0.108, -0.831, -0.448], [-0.032, -0.127, -1.278], [0.187, 0.147, 0.051], [0.056, -0.132, -0.481], [-0.162, -0.099, 0.100], [-0.259, -0.160, -0.506], [-0.557, -0.671, 0.295], [0.227, 0.721, 0.258], [-0.309, 0.432, 0.458], [-0.354, 0.121, 0.613], [-0.187, -0.291, -0.392], [-0.620, 0.833, 0.947], [-0.413, -0.678, 0.867], [-1.338, -0.543, 0.322], [0.528, -0.046, -0.403], [1.587, 0.442, -0.012], [0.328, 1.544, -0.762], [0.301, -0.204, -0.518], [0.870, 0.256, 0.258], [0.023, 0.213, 0.138], [-0.070, 0.443, 0.372], [0.034, -0.168, -0.267], [-0.386, -0.001, 0.292], [-0.214, -0.735, -0.002], [-0.834, 0.151, -0.327], [0.019, 0.099, 0.580], [-0.302, 0.060, 0.342], [-0.129, -0.451, -0.205], [-0.280, -0.591, 0.174], [-0.261, -0.516, -0.127], [0.702, -0.710, -1.366], [-0.975, 0.602, 0.548], [0.634, -0.197, -0.271], [-0.319, 0.657, 0.271], [0.036, -0.737, 0.017], [0.298, 0.136, -0.335], [-0.121, 0.296, 0.091], [-0.283, -0.011, 0.198], [0.160, 0.248, 0.131], [0.392, 0.339, 0.436], [0.149, 0.020, 0.322], [-0.174, -0.161, -0.257], [-0.334, -0.121, -0.208], [-0.086, -0.144, -0.037], [-0.361, -0.182, 0.312], [0.360, -0.096, 0.256], [-0.104, -0.041, 0.025], [-0.372, -0.228, -0.021], [0.168, -1.740, 0.872], [-0.396, -0.433, -0.362], [0.395, 0.469, 0.182], [0.264, -0.201, -0.711], [-0.148, -0.201, -0.199], [-0.227, 0.188, 0.156], [-0.160, 0.469, 0.235], [0.099, 0.106, 0.067], [-0.529, 0.257, -0.271], [0.200, -0.215, 0.092], [0.339, 0.762, -0.556], [-0.349, 0.520, 0.098], [0.371, -0.103, 0.408], [0.145, 0.155, -0.284], [0.845, -0.253, -0.029], [-0.533, 0.536, 0.427], [0.077, -1.272, -1.547], [-0.862, -1.469, -0.663], [0.232, 0.019, -0.771], [-0.868, 1.049, 0.909], [1.078, -0.688, 0.260], [0.334, 0.797, -0.577], [-0.061, 0.825, 0.393], [-0.041, 0.181, 0.139], [0.395, -0.443, -0.096], [0.270, -0.059, -0.114], [-0.339, 0.538, -0.077], [0.042, -1.187, 0.655], [-0.062, -0.091, -0.253], [-0.266, 0.061, 0.180], [0.001, 0.452, 0.018], [0.045, 0.772, 0.590], [0.048, 0.557, 0.970]],
  "mulliken_charge": [-0.3172, -0.5143, 0.2789, 0.3870, 0.0036, 0.2280, -0.6108, -0.7196, 0.1792, 0.3361, 0.1677, 0.3276, 0.2053, -0.3066, -0.4409, -0.2741, 0.2104, 0.1344, 0.1125, 0.1959, 0.6883, -0.2717, 0.1364, -0.2708, 0.0134, 0.1862, 0.1653, 0.3813, 0.7574, -0.7077, -0.4036, 0.1645, 0.2544, 0.1214, 0.0086, -0.1950, 0.5116, -0.7137, 0.1404, -0.3759, -0.3136, 0.0971, 0.2567, 0.1714, 0.5091, -0.7506, -0.3371, -0.0881, 0.2839, 0.1023, 0.2163, -0.1537, -1.5449, 0.5093, -0.1183, -0.4756, -0.0808, -0.5967, 0.4993, 0.0268, 0.6142, 0.3835, 0.0193, 0.0774, 0.3533, 0.1276, -0.1967, 0.2856, 0.2374, -0.7769, 1.6234, -1.8457, 0.9155, -0.1622, 1.0933, 0.2361, 0.3517, -0.5057, 0.0946, 0.3426, 0.7599, 0.4359, -0.2691, -0.3910, -0.5757, -0.3928, -1.3525, 0.3813, -0.9465, -0.1357, -0.7885, -0.7985, 0.3577, 0.4106, 0.2591, 0.4342, 0.3760, 0.2767, 0.5413, 0.2780, 0.0133, 0.3364, 0.3106, -0.9490, 0.2583, -0.1398, -0.4955, 1.0617, -0.7418, 0.3624, -0.0827, 0.4001, 0.3022, 0.3732, -0.2856, -0.9678, 0.2407, -0.0442, 0.3145, 0.2453, -1.9134, 0.6853, 0.8793, -0.4969, -0.6452, 0.0153, 0.3179, 0.5142, 0.4081, 0.1634, -0.3763, -0.3820, 0.2360, 0.3157, 0.2287, -0.1087, 0.0190, -1.2156, 0.1259, -0.1819, -0.3795, -0.5979, -0.5140, 0.0366, 0.4579, 0.2583, 0.4214, 0.6013, -0.2329, 0.3017, 0.2893, 0.1063, 0.2829, 0.2674, -1.3713, 0.2274, 0.0790, -0.5121, -0.0903, -0.7375, 0.2912, 0.4760, 0.2729, 0.3585, 0.2637, -0.1802, -0.2960, 0.3856, 0.3322, 0.2788, 0.3062]
}